{
  "formula": "C46H40BaI3N7O5",
  "method": "the ωB97M-V functional and the def2-TZVPD basis",
  "total_energy_ev": -94016.89816,
  "species": ["Ba", "I", "I", "I", "O", "O", "O", "O", "O", "N", "N", "N", "N", "N", "N", "N", "C", "C", "C", "C", "C", "C", "C", "C", "C", "C", "C", "C", "C", "C", "C", "C", "C", "C", "C", "C", "C", "C", "C", "C", "C", "C", "C", "C", "C", "C", "C", "C", "C", "C", "C", "C", "C", "C", "C", "C", "C", "C", "C", "C", "C", "C", "H", "H", "H", "H", "H", "H", "H", "H", "H", "H", "H", "H", "H", "H", "H", "H", "H", "H", "H", "H", "H", "H", "H", "H", "H", "H", "H", "H", "H", "H", "H", "H", "H", "H", "H", "H", "H", "H", "H", "H"],
  "coordinates": [[0.36098, -0.14174, -0.11163], [-5.36923, -0.48898, 5.86637], [-1.28499, -3.60442, 2.76913], [-8.16045, 1.54922, -1.62258], [2.66562, -4.28631, 0.29328], [-1.14464, 1.58390, -0.99307], [-1.05949, -0.70806, 1.37859], [-1.41074, -0.54353, -1.64380], [3.69459, 2.65858, 1.35502], [0.63451, 0.08804, -4.50707], [1.77754, -0.04260, -2.28266], [2.61290, -0.72171, 0.85237], [-0.50073, 1.98778, 2.32370], [1.89404, 1.86050, 0.24304], [1.03116, 0.06946, 3.82560], [1.47641, -2.66182, -0.72850], [1.71739, -0.84460, 4.53365], [2.17686, -0.63513, 5.82100], [-3.87233, -0.56893, 4.41878], [-1.86530, 0.59690, -1.35394], [1.02936, -0.78337, -5.61226], [4.29824, 0.01920, 2.36350], [-2.13189, -3.50164, -3.27043], [-0.27022, -4.04213, -1.82488], [-5.52786, 0.76506, -0.36112], [-0.66690, 0.76653, -4.57514], [2.97047, -1.98611, 1.07014], [4.00033, -2.32314, 1.93256], [-2.46906, 0.56525, 2.80895], [1.20180, 3.94140, -2.48858], [1.19605, 1.53323, 5.70451], [-4.15327, 0.55988, -0.31241], [3.14680, 3.83683, 0.67989], [-0.05474, 2.29115, 3.67342], [-3.36018, 0.80198, -1.42739], [-1.90353, -0.66602, 2.37606], [3.54172, 3.00818, -3.65621], [4.65712, -1.29976, 2.59629], [0.75543, 1.22967, 4.41494], [1.91842, -4.99219, -0.74481], [1.98658, 3.29061, -0.18919], [2.20385, 3.40695, -1.68781], [-2.51935, -4.65716, -1.19903], [-0.77281, -3.48084, -2.99569], [-3.44649, 0.59699, 3.79362], [1.25485, -0.01315, -3.32362], [-6.10378, 1.21379, -1.54227], [-3.28008, -1.78230, 4.10442], [-1.96388, 1.85145, 2.18714], [3.37205, 2.93501, -2.28127], [-3.95550, 1.23317, -2.60625], [-1.15356, -4.63786, -0.93315], [2.87385, 1.63544, 1.01821], [2.27863, -2.98829, 0.19247], [3.26402, 0.25938, 1.47880], [1.36628, 4.01936, -3.87003], [-2.30100, -1.81112, 3.11787], [1.91459, 0.59367, 6.41439], [1.20693, -3.88071, -1.53322], [2.53697, 3.55345, -4.45525], [-5.32993, 1.44445, -2.67323], [-3.01029, -4.08802, -2.36738], [0.57830, 4.44348, -4.48585], [-3.86996, 1.55387, 4.08472], [4.80735, 0.84375, 2.84465], [0.28219, -1.56608, -5.77781], [2.72152, -1.41289, 6.34388], [4.27439, -3.36066, 2.06743], [-2.48646, 2.69095, 2.65632], [2.26189, 0.81060, 7.41864], [-3.56671, -2.69070, 4.62122], [1.24136, -5.69385, -0.26983], [0.96007, 2.49864, 6.14195], [4.15288, 2.48541, -1.66764], [1.04049, 3.78275, 0.04526], [0.27315, 4.27557, -2.03036], [-2.51017, -3.04570, -4.17904], [4.45172, 2.62623, -4.10939], [-3.34712, 1.41390, -3.49119], [-0.78869, 1.39141, -3.69359], [1.70324, -3.73241, -2.49145], [-0.69711, 1.39904, -5.46326], [-0.79417, -5.06640, -0.00356], [-2.19133, 1.87956, 1.12095], [-0.08489, -2.99711, -3.68957], [1.13216, -0.20099, -6.52870], [3.93411, 4.28446, 0.08811], [-4.07410, -4.09016, -2.56785], [-0.91866, 2.50351, 4.30889], [-5.78893, 1.78162, -3.59561], [1.88798, -1.79897, 4.03755], [2.82322, 4.53560, 1.44361], [-0.15809, 2.67809, 1.67434], [-6.13816, 0.57160, 0.51334], [1.98493, -1.24848, -5.38652], [0.54061, 3.20812, 3.67035], [5.46747, -1.52734, 3.27754], [2.66931, 3.61494, -5.53098], [-1.48308, 0.04427, -4.61308], [-3.19828, -5.10164, -0.47892], [2.63539, -5.53701, -1.34480], [-3.70195, 0.18830, 0.60647]],
  "forces_ev_per_a": [[1.8, -0.5, -0.4], [-0.1, 0.0, 0.1], [0.0, 0.1, -0.1], [-0.1, 0.0, 0.0], [-0.2, 0.2, -0.1], [-1.3, 0.3, -0.9], [-3.7, -1.3, 3.8], [-1.7, 0.5, -1.3], [-0.2, 0.0, -0.2], [0.3, 0.0, 0.6], [0.5, 0.0, -2.2], [2.0, -0.4, 0.8], [-0.2, -0.1, 0.2], [1.4, 1.8, 0.0], [0.1, -0.1, 0.2], [0.1, -0.5, 0.0], [-0.3, 0.2, -0.2], [0.0, -0.1, 0.0], [0.1, 0.0, -0.1], [-0.3, 0.3, -0.6], [-0.2, 0.1, 0.2], [0.1, 0.1, 0.2], [0.0, 0.0, 0.1], [0.0, 0.0, 0.0], [0.1, 0.0, -0.1], [0.3, -0.1, 0.1], [-0.2, 0.1, -0.3], [0.0, -0.2, 0.2], [0.1, 0.1, 0.0], [-0.1, 0.0, -0.1], [-0.1, 0.0, 0.1], [-0.1, -0.1, 0.2], [-0.1, -0.4, 0.1], [0.0, -0.1, -0.1], [0.0, 0.0, 0.1], [0.4, -0.3, -0.1], [-0.1, 0.0, -0.1], [0.1, 0.0, 0.0], [0.1, -0.1, -0.4], [0.1, 0.2, 0.2], [0.1, -0.3, 0.3], [-0.1, -0.2, 0.1], [0.1, 0.0, 0.0], [0.0, 0.0, -0.1], [0.1, 0.0, 0.0], [-0.2, 0.2, -0.1], [0.1, 0.0, 0.0], [0.2, 0.1, -0.2], [0.3, -0.3, 0.0], [0.1, 0.0, 0.0], [-0.1, 0.1, -0.1], [-0.1, 0.0, 0.0], [0.2, -0.1, -0.1], [0.4, 0.0, -0.1], [-0.2, 0.1, -0.5], [0.0, 0.0, 0.1], [0.0, 0.2, 0.0], [0.0, 0.0, 0.0], [-0.1, 0.2, 0.2], [0.0, 0.0, 0.1], [0.1, -0.1, 0.1], [0.1, 0.0, 0.0], [0.1, -0.1, 0.1], [0.0, -0.1, 0.0], [0.0, 0.0, 0.0], [0.0, 0.0, 0.0], [0.0, 0.1, 0.0], [0.0, 0.0, 0.0], [-0.1, 0.1, 0.1], [0.0, 0.0, -0.1], [0.0, 0.1, 0.0], [-0.1, 0.0, 0.1], [0.0, -0.1, 0.0], [-0.1, 0.1, -0.1], [0.0, 0.0, 0.0], [0.1, 0.0, -0.1], [0.0, 0.0, 0.1], [-0.1, 0.1, 0.1], [-0.1, 0.0, 0.2], [0.0, 0.0, 0.0], [0.1, 0.1, -0.1], [0.1, 0.0, 0.0], [0.0, 0.1, -0.1], [0.1, 0.0, 0.0], [-0.1, -0.1, 0.1], [0.0, 0.0, 0.0], [0.2, 0.0, -0.1], [0.0, 0.0, 0.0], [-0.1, 0.1, 0.1], [0.0, 0.0, 0.1], [0.0, 0.1, 0.0], [-0.1, 0.0, 0.1], [-0.1, 0.0, -0.1], [0.0, 0.0, -0.1], [0.0, 0.0, 0.0], [0.1, 0.1, 0.0], [0.0, 0.0, 0.0], [0.0, 0.0, 0.1], [0.0, -0.1, 0.0], [0.1, 0.0, -0.1], [0.1, -0.1, -0.1], [-0.1, 0.1, -0.2]],
  "lowdin_charge": [2.129, 0.820, 0.934, 0.841, 0.007, -0.213, -0.550, -0.219, 0.012, -0.174, 0.048, -0.002, -0.047, -0.005, 0.144, 0.099, -0.137, -0.070, -0.764, -0.727, -0.044, 0.017, -0.077, -0.179, -0.134, -0.033, -0.169, 0.017, -0.169, -0.029, -0.035, 0.000, -0.046, -0.150, -0.121, -0.458, -0.079, -0.029, -0.246, -0.051, -0.214, -0.189, -0.069, -0.045, -0.127, -0.267, -0.747, -0.244, -0.150, -0.043, -0.021, -0.059, -0.323, -0.317, -0.185, -0.082, -0.616, -0.072, -0.222, -0.091, -0.153, -0.076, 0.105, 0.096, 0.126, 0.082, 0.101, 0.124, 0.117, 0.106, 0.075, 0.115, 0.114, 0.124, 0.136, 0.118, 0.102, 0.104, 0.107, 0.077, 0.142, 0.091, 0.062, 0.095, 0.101, 0.086, 0.122, 0.103, 0.122, 0.090, 0.098, 0.124, 0.079, 0.097, 0.092, 0.121, 0.117, 0.101, 0.088, 0.106, 0.125, 0.111]
}

***

{
  "formula": "C46H40ClF5IN7O10",
  "method": "the ωB97M-V functional and the def2-TZVPD basis",
  "total_energy_ev": -113454.42487,
  "smiles": "C[C@@H](I)Cc1cc(CCCCl)c2ncc(C(F)(F)C(F)(F)F)nc2c1.O=[N+]([O-])c1ccccc1.O=[N+]([O-])c1ccccc1.O=[N+]([O-])c1ccccc1.O=[N+]([O-])c1ccccc1.O=[N+]([O-])c1ccccc1",
  "species": ["I", "Cl", "F", "F", "F", "F", "F", "O", "O", "O", "O", "O", "O", "O", "O", "O", "O", "N", "N", "N", "N", "N", "N", "N", "C", "C", "C", "C", "C", "C", "C", "C", "C", "C", "C", "C", "C", "C", "C", "C", "C", "C", "C", "C", "C", "C", "C", "C", "C", "C", "C", "C", "C", "C", "C", "C", "C", "C", "C", "C", "C", "C", "C", "C", "C", "C", "C", "C", "C", "C", "H", "H", "H", "H", "H", "H", "H", "H", "H", "H", "H", "H", "H", "H", "H", "H", "H", "H", "H", "H", "H", "H", "H", "H", "H", "H", "H", "H", "H", "H", "H", "H", "H", "H", "H", "H", "H", "H", "H", "H"],
  "coordinates": [[-2.97551, -1.03510, 1.74591], [0.07209, 4.93763, -0.48440], [6.18953, -3.45616, -2.79399], [4.01986, -3.57425, -1.45831], [3.61586, -2.29301, -3.16332], [6.44345, -2.33317, -0.98648], [6.25786, -1.30759, -2.94890], [-0.20848, -1.55540, -1.64123], [-3.30228, -11.75267, -7.15817], [0.37667, 11.62782, 7.37143], [-3.00467, -4.58309, -6.69999], [4.07826, 4.85533, 5.02090], [-4.16076, -9.79425, -6.91342], [0.41630, 13.59843, 8.23353], [-2.30040, -1.80822, -2.07638], [-3.07367, -6.56128, -7.54458], [2.06005, 4.45408, 4.39488], [-1.13616, -1.71249, -2.41125], [-3.70030, -10.69297, -7.59566], [-3.07551, -5.79332, -6.60136], [0.33968, 12.39180, 8.31977], [2.91498, 5.17384, 4.87797], [3.91565, 0.93478, -0.06825], [2.74762, -1.72798, -0.20686], [-3.62713, -10.47611, -9.04446], [3.08942, 8.65147, 6.21589], [3.74116, -1.32304, -0.96242], [2.30769, 1.45958, 1.63931], [-0.02793, 10.70873, 12.17622], [-1.92303, -2.33345, 4.30367], [-3.16354, -6.36220, -5.25079], [0.81803, 8.18128, 5.56916], [-3.28688, -7.43002, -2.71424], [-1.57771, -1.98102, -6.10551], [4.30505, -0.01697, -0.88980], [0.76969, -1.76035, -5.61648], [0.14430, 10.43012, 9.79543], [1.68098, 3.91773, 1.53689], [2.86546, 0.52465, 0.69622], [-0.41226, -0.52972, 3.40532], [0.73879, 3.48222, 0.36854], [1.21295, -1.10409, 1.51300], [-3.26909, -8.27108, -3.81955], [0.13018, 12.64416, 10.76005], [0.70522, -0.22116, 2.41610], [1.76666, 9.05627, 6.08344], [2.29461, -0.76662, 0.64311], [-0.26137, -1.89398, -6.53829], [-0.83092, -1.78827, -3.84470], [-3.20898, -7.73704, -5.09693], [3.46782, 7.37521, 5.83008], [2.51325, 6.51709, 5.31006], [1.19000, 6.90430, 5.17884], [0.19726, 11.80734, 9.65919], [-3.52852, -10.08136, -11.76892], [-3.18798, -5.51092, -4.15713], [-1.86700, -1.92999, -4.75193], [-3.09912, -11.28685, -11.22821], [1.27862, 1.10830, 2.45791], [-3.99983, -9.07170, -10.94023], [5.82881, -2.30590, -2.17261], [-1.35848, -1.68999, 3.00885], [-3.25044, -6.05084, -2.88313], [2.83960, 2.89436, 1.76327], [4.28607, -2.34578, -1.98634], [0.48544, -1.70640, -4.26112], [-3.14519, -11.48786, -9.85827], [-4.05145, -9.26700, -9.56915], [0.03319, 9.88090, 11.06290], [0.01632, 12.08852, 12.02454], [0.80940, -2.11651, 1.44164], [3.57250, 3.07552, 0.96351], [2.04104, 4.93546, 1.33479], [1.79559, -1.69565, -5.95516], [-0.13368, 2.93711, 0.74550], [0.44824, 6.22888, 4.77625], [0.19154, 9.78122, 8.93188], [-3.29922, -9.34457, -3.68615], [-3.49624, -9.92882, -12.84059], [-3.26717, -5.39722, -2.02061], [-2.37817, -2.08694, -6.82379], [-1.10252, -2.86513, 4.81492], [0.84921, 1.81352, 3.17404], [-4.33037, -8.13268, -11.36365], [-3.19524, -8.39789, -5.95001], [4.49808, 7.06568, 5.93518], [1.03754, 3.94374, 2.42797], [-2.27592, -1.54957, 4.99547], [-3.32830, -7.85022, -1.71686], [-4.42101, -8.47874, -8.92816], [-2.89372, -1.99852, -4.42045], [1.30780, 2.87949, -0.35198], [-0.00716, -0.78580, 4.40222], [-0.00289, 8.80632, 11.18366], [-0.03803, -1.92987, -7.59731], [-2.72887, -3.05092, 4.10555], [-3.15670, -4.43798, -4.28295], [1.47342, 10.05559, 6.38072], [1.28896, -1.60073, -3.54869], [-2.73084, -12.07113, -11.87622], [3.25633, 3.08331, 2.76004], [-1.04617, 0.36062, 3.55868], [-2.80994, -12.42723, -9.44191], [-0.03435, 12.73111, 12.89342], [3.82677, 9.33387, 6.61788], [-0.83543, -2.49499, 2.48125], [5.12978, 0.22146, -1.57217], [-0.21204, 8.49756, 5.46926], [0.16733, 13.71844, 10.64726], [-0.10934, 10.27695, 13.16591]],
  "forces_ev_per_a": [[0.3, -0.1, 0.0], [0.1, -0.4, 0.1], [-0.1, 0.5, 0.0], [0.4, 0.2, -0.4], [0.6, 0.3, 0.0], [-0.2, 0.7, -0.3], [-0.1, 0.1, 0.6], [0.0, 0.0, 0.0], [0.0, 0.1, 0.0], [-0.1, 0.1, 0.1], [-0.1, -0.1, -0.1], [0.0, 0.0, 0.0], [-0.1, -0.4, -0.2], [0.0, -0.1, 0.0], [0.0, -0.1, 0.0], [0.0, 0.1, 0.0], [0.0, 0.1, 0.3], [0.0, 0.0, 0.2], [0.0, -0.1, 0.0], [0.0, 0.0, 0.0], [0.0, 0.1, -0.1], [0.1, -0.1, 0.0], [-0.6, -1.6, -0.4], [0.6, 0.8, -0.2], [0.0, 0.1, -0.4], [-0.2, -0.1, 0.0], [0.0, 0.2, -0.3], [0.4, 1.0, 0.5], [0.0, 0.0, 0.0], [0.1, 0.3, -0.1], [0.0, -0.1, 0.4], [0.2, 0.0, 0.1], [0.0, 0.0, 0.0], [0.1, 0.1, 0.0], [0.7, 0.2, -0.6], [-0.2, 0.0, -0.1], [0.0, -0.2, -0.1], [-0.9, -0.6, -0.2], [-0.4, 1.0, 1.0], [-0.5, -0.4, -0.5], [0.6, 0.4, 0.4], [-0.2, -0.5, 0.0], [0.0, 0.2, 0.1], [0.0, 0.3, 0.1], [0.2, 1.1, 0.3], [0.0, 0.1, 0.0], [-0.4, -0.4, 0.2], [0.0, 0.0, 0.0], [0.1, 0.0, -0.4], [0.1, -0.1, -0.1], [0.3, 0.1, 0.1], [-0.1, 0.4, 0.1], [-0.3, -0.1, -0.1], [0.0, -0.2, 0.3], [0.0, 0.0, 0.0], [0.0, 0.3, 0.1], [-0.3, 0.0, 0.0], [-0.1, 0.1, 0.0], [-0.5, -1.4, -0.1], [0.1, -0.2, -0.1], [0.1, -1.7, -0.9], [0.2, -0.5, 1.2], [0.0, -0.1, 0.0], [-0.7, 0.3, -1.0], [-0.9, -0.3, 1.7], [0.3, 0.0, 0.0], [0.1, -0.3, 0.0], [-0.1, 0.3, 0.1], [0.0, 0.1, 0.1], [0.0, -0.2, 0.0], [0.3, 0.3, -0.2], [0.0, -0.2, 0.5], [0.1, -0.4, 0.2], [0.0, 0.0, 0.1], [0.4, 0.0, -0.3], [0.1, -0.1, 0.0], [0.0, 0.1, -0.1], [0.0, 0.0, -0.1], [0.0, 0.0, 0.0], [0.0, 0.0, -0.1], [0.0, 0.0, 0.0], [-0.2, 0.1, -0.2], [0.3, -0.1, -0.2], [0.0, 0.0, 0.1], [0.1, 0.3, 0.1], [-0.1, -0.1, -0.1], [0.4, 0.3, -0.2], [-0.1, -0.3, -0.3], [0.0, 0.0, 0.0], [0.1, -0.1, 0.1], [0.1, 0.1, 0.1], [-0.4, 0.2, 0.0], [0.1, 0.1, -0.4], [0.0, 0.0, 0.0], [0.0, 0.0, 0.0], [0.2, 0.3, 0.0], [0.0, -0.1, -0.1], [0.0, -0.1, -0.1], [-0.1, 0.0, 0.1], [0.0, 0.0, 0.0], [0.1, -0.2, -0.4], [0.4, -0.2, 0.0], [-0.1, 0.1, 0.1], [0.0, 0.0, 0.0], [0.0, 0.0, 0.0], [-0.2, 0.4, -0.2], [-0.3, 0.0, 0.3], [0.0, 0.0, 0.0], [0.0, -0.1, -0.2], [0.0, 0.0, 0.0]],
  "lowdin_charge": [0.819, 0.508, 0.147, 0.115, 0.129, 0.181, 0.168, 0.067, 0.090, 0.049, 0.066, 0.087, 0.047, 0.093, 0.049, 0.074, 0.048, -0.344, -0.330, -0.336, -0.340, -0.330, 0.166, 0.222, -0.141, -0.058, -0.142, -0.156, -0.069, -0.185, -0.133, -0.056, -0.067, -0.074, -0.047, -0.059, -0.001, -0.263, -0.152, -0.225, -0.561, 0.032, -0.053, -0.002, -0.182, -0.065, -0.171, -0.062, -0.142, -0.002, -0.003, -0.145, 0.000, -0.144, -0.070, 0.002, -0.014, -0.067, 0.025, -0.059, -0.540, -0.787, -0.061, -0.129, -0.371, -0.002, -0.004, 0.003, -0.063, -0.064, 0.117, 0.105, 0.094, 0.108, 0.068, 0.120, 0.114, 0.112, 0.107, 0.109, 0.102, 0.080, 0.130, 0.111, 0.079, 0.119, 0.077, 0.078, 0.107, 0.111, 0.118, 0.073, 0.125, 0.110, 0.109, 0.059, 0.100, 0.077, 0.099, 0.108, 0.098, 0.101, 0.119, 0.109, 0.110, 0.059, 0.122, 0.112, 0.120, 0.108]
}